{
  "formula": "C26H29F2OSi",
  "method": "ωB97M-V/def2-TZVPD",
  "e_lumo_ev": -5.0,
  "e_above_lowest_kcal_mol": 23.23,
  "total_charge": 1,
  "total_energy_ev": -42786.036,
  "e_homo_ev": -11.616,
  "orbital_gap_ha": 0.242,
  "symbols": ["C", "Si", "C", "C", "O", "C", "C", "C", "C", "C", "C", "C", "C", "H", "H", "H", "H", "H", "H", "H", "H", "H", "H", "H", "H", "H", "H", "H", "H", "C", "C", "C", "F", "C", "C", "C", "C", "C", "C", "F", "C", "C", "C", "C", "C", "C", "H", "H", "H", "H", "H", "H", "H", "H", "H", "H", "H", "H", "H"],
  "positions_angstrom": [[-3.211578, -3.780318, -2.385225], [-2.315949, -2.121540, -2.379795], [-0.856364, -2.285904, -3.543442], [-3.565000, -0.771690, -2.687423], [-1.754257, -1.611047, -0.835124], [-0.616626, -1.757015, -0.089973], [-0.302455, -0.777205, 0.873119], [0.165467, -2.953072, -0.407824], [1.532062, -2.827215, -0.764739], [2.196511, -3.892968, -1.370259], [1.579950, -5.151211, -1.454956], [0.252001, -5.315870, -1.022116], [-0.459821, -4.223243, -0.536986], [-3.859629, -3.824444, -3.275778], [-2.521516, -4.633238, -2.439507], [-3.850292, -3.917319, -1.505165], [-1.204624, -2.528238, -4.562848], [-0.300662, -1.340643, -3.590187], [-0.158430, -3.078738, -3.229622], [-4.062394, -0.827294, -3.672504], [-4.348323, -0.834592, -1.909806], [-3.091953, 0.218998, -2.592486], [0.253278, -1.196522, 1.727910], [-1.104446, -0.065912, 1.100473], [2.033320, -1.878944, -0.538243], [3.208465, -3.744694, -1.765936], [2.122980, -6.016343, -1.854742], [-0.239772, -6.295248, -1.044921], [-1.491793, -4.358171, -0.194556], [1.820009, 3.230939, 6.501506], [1.596673, 2.553550, 5.174153], [0.682042, 3.063786, 4.259675], [0.177561, 4.341574, 4.504051], [0.333508, 2.393999, 3.092073], [1.152555, 1.334160, 2.587364], [1.018316, 0.877502, 1.193229], [0.676039, 1.865806, 0.159095], [0.632548, 3.281423, 0.349778], [0.215593, 4.110191, -0.680275], [-0.004025, 5.445581, -0.380526], [-0.003043, 3.680547, -1.986847], [-0.296291, 4.684400, -3.051863], [0.127411, 2.301332, -2.205232], [0.380746, 1.420762, -1.154274], [2.136506, 0.825492, 3.498443], [2.344657, 1.427968, 4.746835], [2.568803, 2.658363, 7.065194], [2.191203, 4.259241, 6.360585], [0.936906, 3.299282, 7.165835], [-0.555946, 2.711945, 2.538459], [1.791108, 0.123545, 0.877597], [0.894740, 3.734663, 1.303138], [-0.462681, 4.162469, -3.993438], [-1.182190, 5.311281, -2.868279], [0.560937, 5.364340, -3.164641], [0.039114, 1.952062, -3.240178], [0.319287, 0.340715, -1.333593], [2.753817, -0.034619, 3.202255], [3.125945, 1.067341, 5.432541]],
  "forces_ev_per_angstrom": [[0.1, 0.0, 0.2], [-0.4, -0.7, -0.6], [0.0, 0.3, 0.0], [0.0, 0.3, -0.1], [1.9, 0.1, 1.7], [-1.6, 0.9, -1.1], [-0.6, -0.6, 1.1], [0.8, -1.1, -0.4], [-0.8, 0.1, 0.3], [0.1, -0.2, 0.2], [-0.3, 0.2, -0.1], [0.3, 0.2, 0.2], [0.1, 0.6, 0.2], [0.2, 0.1, 0.3], [-0.1, 0.2, 0.0], [0.0, 0.0, -0.1], [0.1, 0.1, 0.4], [0.0, -0.2, -0.1], [-0.3, 0.2, -0.1], [0.3, -0.1, 0.4], [0.3, 0.0, -0.3], [-0.2, -0.3, -0.1], [-0.5, 0.1, -0.4], [0.1, -0.6, 0.0], [-0.1, -0.3, -0.5], [-0.4, -0.2, 0.4], [-0.2, 0.5, 0.1], [0.3, 0.4, -0.1], [0.4, 0.1, -0.2], [0.4, -0.1, 0.4], [0.3, -0.1, -0.3], [-0.3, 0.9, -0.2], [0.1, -2.1, -0.2], [0.1, 0.1, -0.4], [-0.7, -0.2, 1.4], [2.0, -0.2, -0.4], [-0.7, 0.7, -1.3], [-0.2, -0.5, 0.2], [-0.2, 0.7, 0.5], [0.5, -1.5, -0.4], [0.1, 0.1, 0.7], [-0.1, 0.1, -0.5], [0.1, 0.2, 0.1], [0.1, -0.1, 0.0], [-0.1, 0.2, -0.4], [-0.4, 0.0, 0.0], [-0.1, 0.3, -0.2], [-0.1, -0.4, 0.0], [0.2, -0.1, -0.7], [0.5, 0.1, 0.2], [-0.7, 1.1, 0.5], [0.0, 0.0, -0.4], [0.1, 0.1, -0.1], [0.3, -0.3, 0.2], [-0.3, -0.2, 0.0], [-0.2, -0.1, 0.5], [0.2, 0.5, 0.0], [-0.2, 0.5, 0.1], [-0.5, 0.0, -0.5]]
}


{
  "formula": "C6H9N2O2",
  "method": "ωB97M-V/def2-TZVPD",
  "e_lumo_ev": [5.7, 5.7],
  "e_above_lowest_kcal_mol": 2.93,
  "spin_multiplicity": 2,
  "total_charge": -2,
  "total_energy_ev": -13441.677,
  "e_homo_ev": [3.996, -1.552],
  "orbital_gap_ha": [0.064, 0.267],
  "symbols": ["C", "C", "C", "C", "N", "N", "H", "H", "H", "H", "H", "H", "C", "C", "O", "O", "H", "H", "H"],
  "positions_angstrom": [[3.617371, 1.752157, -0.278186], [1.351754, -0.930777, -0.991190], [2.480233, 0.780016, -0.376632], [1.294561, 0.807076, 0.305761], [2.495224, -0.315069, -1.197160], [0.597998, -0.324532, -0.071720], [1.061999, -1.847918, -1.476219], [-0.438581, -0.371665, 0.181138], [0.875936, 1.484810, 1.029083], [4.388578, 1.405889, 0.425977], [3.278783, 2.746500, 0.006281], [4.201830, 1.788576, -1.203863], [-4.213601, -0.958374, 0.728409], [-2.771762, -1.081593, 0.247235], [-1.980250, -0.163226, 0.606755], [-2.500727, -2.046078, -0.496257], [-4.711822, -1.924852, 0.818167], [-4.800190, -0.335873, 0.043283], [-4.227331, -0.465066, 1.699138]],
  "forces_ev_per_angstrom": [[0.4, -0.6, -0.3], [0.1, -0.4, -0.2], [0.1, 0.8, 0.3], [0.0, -0.5, 0.0], [0.5, -0.3, -0.3], [-0.8, 1.2, 0.6], [-0.2, 0.0, 0.0], [0.6, -0.5, -0.4], [0.1, 0.1, 0.0], [-0.2, 0.2, 0.2], [0.1, 0.1, 0.1], [-0.3, 0.2, -0.1], [-0.4, 0.2, 0.4], [0.5, -0.1, -0.6], [-0.5, -0.1, 0.3], [-0.1, 0.0, 0.2], [0.1, -0.1, -0.1], [0.2, -0.1, 0.0], [0.0, 0.1, 0.1]]
}